{
  "formula": "C3H9IN6S",
  "method": "ωB97M-V/def2-TZVPD",
  "symbols": ["N", "C", "S", "I", "N", "C", "N", "N", "C", "N", "N", "H", "H", "H", "H", "H", "H", "H", "H", "H"],
  "xyz": [[1.646, 1.376, -2.049], [1.469, 0.930, -0.800], [3.079, 1.599, 0.182], [4.520, -0.237, 0.233], [0.385, 1.694, 0.017], [-0.503, 1.047, 0.794], [-1.486, 1.757, 1.322], [-0.322, -0.316, 0.946], [0.482, -1.089, 0.238], [0.617, -2.362, 0.454], [1.214, -0.521, -0.695], [1.182, 1.045, -2.851], [2.321, 2.247, -2.286], [0.152, 2.651, -0.180], [-2.131, 1.457, 2.081], [-1.309, 2.729, 1.317], [-0.952, -0.775, 1.661], [1.322, -2.899, 0.084], [-0.094, -2.902, 1.004], [1.977, -1.116, -1.137]],
  "mulliken_charge": [-0.391, 0.084, -0.150, 0.204, -0.173, 0.462, -0.323, -0.150, 0.637, -0.305, -0.298, 0.208, 0.335, 0.232, 0.284, 0.247, 0.311, 0.211, 0.253, 0.323],
  "e_tot_ev": -31117.4528,
  "e_above_lowest_ev": 0.040,
  "smiles": "NC1(SI)NC(=[NH2+])NC(=[NH2+])N1",
  "total_charge": 2
}